Molecular formula: C44H52Cl2N3O2P2PdSSi2
Method: DFT, ωB97M-V/def2-TZVPD

Atoms and positions in Å:
Pd  0.2870  -1.0546  -0.6221
C  -1.8951  2.6173  -3.9600
Si  -1.7078  0.7933  -3.5283
C  -3.2946  -0.1333  -3.9182
C  -0.3551  0.1342  -4.6631
N  -1.2886  0.5301  -1.8797
P  -1.2404  1.4396  -0.6000
C  -0.5637  0.4268  0.6532
P  0.6408  0.3235  1.9108
N  1.5980  -0.7853  1.3161
Si  3.0178  -1.6409  1.8177
C  3.8874  -0.7872  3.2527
C  4.2307  -1.7614  0.3929
C  2.5764  -3.3855  2.3372
C  1.4073  1.9412  2.1709
C  2.5488  2.2851  1.4571
C  3.1250  3.5362  1.6205
C  2.5613  4.4494  2.4990
C  1.4140  4.1173  3.2079
C  0.8378  2.8694  3.0426
C  -0.1699  -0.0062  3.4905
C  -1.5374  -0.2518  3.5556
C  -2.1399  -0.5321  4.7744
C  -1.3761  -0.5738  5.9314
C  -0.0111  -0.3176  5.8745
C  0.5885  -0.0292  4.6600
C  -2.7948  2.1037  0.0322
C  -3.9060  2.2353  -0.7929
C  -5.0967  2.7347  -0.2857
C  -5.1840  3.1023  1.0499
C  -4.0818  2.9613  1.8830
C  -2.8944  2.4586  1.3763
C  -0.1115  2.8445  -0.8403
C  -0.2397  4.0683  -0.1928
C  0.6500  5.0974  -0.4624
C  1.6760  4.9119  -1.3771
C  1.8173  3.6897  -2.0207
C  0.9260  2.6629  -1.7541
H  -2.3218  2.7155  -4.9615
H  -0.9219  3.1147  -3.9680
H  -2.5315  3.1840  -3.2776
H  -3.6657  0.0866  -4.9211
H  -4.0900  0.1031  -3.2067
H  -3.1224  -1.2119  -3.8551
H  -0.5422  0.4782  -5.6838
H  -0.3355  -0.9562  -4.6938
H  0.6336  0.4980  -4.3716
H  3.9912  0.2913  3.1191
H  4.8947  -1.2007  3.3548
H  3.3791  -0.9702  4.2003
H  4.6084  -0.7837  0.0843
H  3.7813  -2.2495  -0.4736
H  5.0908  -2.3634  0.6955
H  2.0919  -3.3868  3.3165
H  3.4602  -4.0239  2.4052
H  1.8896  -3.8268  1.6122
H  2.9933  1.5629  0.7811
H  4.0177  3.7963  1.0669
H  3.0176  5.4219  2.6317
H  0.9754  4.8272  3.8970
H  -0.0430  2.6089  3.6175
H  -2.1345  -0.2169  2.6528
H  -3.2063  -0.7130  4.8200
H  -1.8449  -0.7927  6.8819
H  0.5832  -0.3330  6.7785
H  1.6453  0.2021  4.6269
H  -3.8556  1.9336  -1.8316
H  -5.9582  2.8325  -0.9330
H  -6.1140  3.4912  1.4432
H  -4.1483  3.2373  2.9274
H  -2.0418  2.3339  2.0347
H  -1.0470  4.2331  0.5108
H  0.5365  6.0493  0.0400
H  2.3616  5.7209  -1.5944
H  2.6090  3.5464  -2.7457
H  1.0107  1.7175  -2.2782
Cl  -1.2458  -4.7072  -4.1329
C  0.2377  -3.8759  -4.1821
C  1.1808  -4.1639  -5.1524
C  2.3699  -3.4640  -5.2110
Cl  3.4977  -3.8545  -6.4366
C  2.6788  -2.4196  -4.2767
C  3.8440  -1.6361  -4.3217
C  4.0121  -0.6435  -3.3886
C  3.0365  -0.4604  -2.4071
N  1.9435  -1.1986  -2.3370
C  1.7506  -2.1454  -3.2641
C  0.4605  -2.8531  -3.1907
O  -0.3857  -2.5432  -2.3509
H  0.9827  -4.9376  -5.8811
H  4.5867  -1.8102  -5.0872
H  4.8885  -0.0112  -3.3974
H  3.1451  0.3060  -1.6490
C  -0.9802  -4.5401  3.1818
C  -1.8561  -4.3639  1.9560
S  -1.5340  -2.7899  1.1510
O  -0.2359  -2.9940  0.3790
C  -2.8511  -2.8075  -0.0939
C  -3.9432  -1.8126  0.2653
H  -1.1681  -3.7547  3.9161
H  0.0738  -4.5165  2.9137
H  -1.1889  -5.5031  3.6467
H  -2.9202  -4.3543  2.2100
H  -1.6860  -5.1385  1.2042
H  -3.2291  -3.8257  -0.2051
H  -2.3366  -2.5376  -1.0160
H  -4.4094  -2.0496  1.2240
H  -4.7228  -1.8291  -0.4959
H  -3.5436  -0.7973  0.3185

Kohn-Sham gap (alpha / beta), Eh: 0.2524 / 0.2209
Spin multiplicity: 5
E_LUMO (alpha / beta), eV: -3.0 / -4.9
Total charge: +1

***

Molecular formula: C7H15N2
Method: DFT, ωB97M-V/def2-TZVPD

Atoms and positions in Å:
C  -0.0362  -0.5566  -0.8191
C  -2.5836  1.2961  0.3556
C  1.1358  -1.2078  -0.2782
C  -2.2732  -0.0090  0.2585
C  -0.8930  -0.4828  0.5952
C  2.6598  0.8233  0.2128
C  2.3749  -0.6693  0.2669
N  0.0597  0.6775  -1.4767
N  -3.1204  -0.9530  -0.2432
H  -0.6221  -1.2440  -1.4377
H  -1.8581  2.0362  0.6373
H  -3.5912  1.6406  0.2103
H  -0.9211  -1.4672  1.0555
H  -0.3911  0.2247  1.2523
H  -0.8363  1.0126  -1.7984
H  2.7613  1.1682  -0.8115
H  3.5963  1.0237  0.7253
H  1.8873  1.3965  0.7204
H  2.4614  -1.0297  1.3051
H  3.1851  -1.2159  -0.2441
H  0.5762  1.3950  -0.9956
H  1.0261  -2.2791  -0.1533
H  -3.0230  -1.9092  0.0572
H  -4.0628  -0.6650  -0.4487

Kohn-Sham gap (alpha / beta), Eh: 0.2262 / 0.2262
E_LUMO (alpha / beta), eV: -5.9 / -5.9
Total charge: +1

***

Molecular formula: C20H26IrN6S
Method: DFT, ωB97M-V/def2-TZVPD

Atoms and positions in Å:
Ir  0.3228  -0.7106  0.0903
C  2.8192  1.0627  2.0497
C  3.1648  0.2150  0.8796
N  2.3260  -0.3263  -0.0172
C  3.1025  -1.0286  -0.9546
C  4.3963  -0.8904  -0.6201
N  4.4055  -0.1141  0.5274
H  1.7835  0.9033  2.3420
H  2.9599  2.1183  1.8091
H  3.4552  0.8248  2.9016
H  2.6702  -1.5405  -1.7983
H  5.2960  -1.2657  -1.0786
H  5.2361  0.1762  1.0244
C  0.2019  5.7078  1.7629
N  -0.2999  4.3220  1.6499
C  -0.3754  3.5290  0.5993
S  -0.7413  1.8396  0.9612
N  -0.2280  3.8847  -0.6624
C  -0.1963  5.2374  -1.2516
H  0.6458  5.8127  2.7486
H  -0.6124  6.4224  1.6663
H  0.9653  5.9041  1.0209
H  -0.6174  3.9065  2.5141
H  -0.2087  3.1163  -1.3141
H  -0.8615  5.9031  -0.7128
H  -0.5538  5.1521  -2.2735
H  0.8121  5.6426  -1.2695
N  0.0086  -2.8173  0.4185
C  0.0581  -3.9729  0.3873
C  0.0855  -5.3881  0.3727
C  0.5918  -6.0605  -0.7471
C  0.6150  -7.4375  -0.7382
C  0.1405  -8.1326  0.3706
C  -0.3617  -7.4608  1.4806
C  -0.3909  -6.0832  1.4936
H  0.9563  -5.5082  -1.6035
H  1.0017  -7.9753  -1.5931
H  0.1649  -9.2146  0.3700
H  -0.7272  -8.0147  2.3344
H  -0.7732  -5.5455  2.3517
N  -1.8953  -0.6226  -0.3231
C  -2.4420  0.6210  -0.8378
C  -2.0295  1.0643  -2.1080
C  -2.6598  2.1451  -2.6812
C  -3.6874  2.8042  -1.9949
C  -4.0868  2.3768  -0.7333
C  -3.4792  1.2803  -0.1516
H  -2.3797  -0.9114  0.5249
H  -2.0357  -1.3704  -1.0014
H  -1.2583  0.5184  -2.6421
H  -2.3811  2.4695  -3.6765
H  -4.1945  3.6395  -2.4618
H  -4.8935  2.8814  -0.2178
H  -3.8151  0.9107  0.8122

Kohn-Sham gap (alpha / beta), Eh: 0.3245 / 0.1779
Spin multiplicity: 5
E_LUMO (alpha / beta), eV: -7.9 / -11.9
Total charge: +3

***

Molecular formula: C43H44AuN5O2SSe2
Method: DFT, ωB97M-V/def2-TZVPD

Atoms and positions in Å:
Au  0.2721  0.8996  1.9614
Se  -0.1906  1.1237  5.6668
Se  0.7838  2.7674  4.3748
C  2.3730  1.7571  3.9605
C  3.5896  2.0125  4.5598
C  4.6695  1.2076  4.2172
C  4.4871  0.1820  3.3057
C  3.2344  -0.0027  2.7440
N  2.2015  0.7786  3.0652
C  -0.9584  -0.2174  4.5195
C  -1.7357  -1.1155  5.2521
C  -2.3253  -2.1898  4.6236
C  -2.1293  -2.3563  3.2568
C  -1.3641  -1.4369  2.5867
N  -0.7801  -0.3831  3.2039
H  3.6861  2.8114  5.2806
H  5.6380  1.3802  4.6670
H  5.3024  -0.4670  3.0197
H  3.0372  -0.7807  2.0160
H  -1.8752  -0.9523  6.3131
H  -2.9350  -2.8825  5.1881
H  -2.5748  -3.1760  2.7123
H  -1.1810  -1.5217  1.5261
C  4.1445  1.9079  -4.5061
O  3.1616  1.1270  -3.8264
C  2.2359  0.4923  -4.5721
C  2.1473  0.5393  -5.9585
C  1.1391  -0.1573  -6.6133
C  0.2099  -0.9078  -5.9103
C  0.2896  -0.9551  -4.5271
C  1.2820  -0.2515  -3.8684
N  1.3862  -0.3462  -2.4432
C  1.3121  0.5915  -1.5490
C  0.9848  1.9692  -1.6333
C  0.6357  2.6602  -2.8123
C  0.3707  4.0055  -2.7773
C  0.4652  4.6965  -1.5637
C  0.7735  4.0421  -0.3899
C  1.0164  2.6665  -0.3919
O  1.3630  2.0744  0.7497
H  4.7819  2.3208  -3.7312
H  3.6762  2.7198  -5.0649
H  4.7385  1.2866  -5.1773
H  2.8619  1.1094  -6.5332
H  1.0872  -0.1110  -7.6927
H  -0.5664  -1.4507  -6.4300
H  -0.4250  -1.5319  -3.9514
H  1.5686  -1.2686  -2.0461
H  1.5264  0.2428  -0.5472
H  0.5744  2.1298  -3.7515
H  0.1049  4.5327  -3.6826
H  0.2813  5.7634  -1.5441
H  0.8275  4.5705  0.5524
C  0.2366  -4.0332  -1.7141
N  0.3653  -4.5363  -0.3548
C  -0.5431  -5.6341  -0.0195
C  0.9947  -3.8146  0.5924
S  1.3482  -2.1617  0.3593
N  1.3202  -4.4417  1.7408
C  1.7717  -3.6855  2.8998
C  1.7137  -5.8538  1.7599
H  -0.0447  -4.8654  -2.3564
H  1.1901  -3.6395  -2.0594
H  -0.5252  -3.2518  -1.7823
H  -1.5006  -5.4461  -0.5063
H  -0.7044  -5.6731  1.0537
H  -0.1656  -6.5980  -0.3616
H  1.1784  -2.7828  3.0200
H  2.8245  -3.4059  2.8051
H  1.6513  -4.3139  3.7809
H  1.7929  -6.2384  0.7479
H  1.0115  -6.4650  2.3273
H  2.6952  -5.9283  2.2284
C  -4.9304  0.9142  -2.8701
C  -3.6617  0.5705  -3.3151
C  -2.6256  0.4348  -2.4046
C  -2.8394  0.6574  -1.0449
C  -4.1183  0.9930  -0.6051
C  -5.1558  1.1181  -1.5153
C  -1.6836  0.5238  -0.1318
C  -1.4481  1.2572  0.9474
C  -2.1870  2.4036  1.4970
C  -2.7391  2.3748  2.7800
C  -3.4293  3.4702  3.2717
C  -3.5736  4.6092  2.4897
C  -3.0383  4.6427  1.2098
C  -2.3460  3.5490  0.7146
H  -5.7439  1.0163  -3.5756
H  -3.4803  0.4073  -4.3694
H  -1.6318  0.1709  -2.7530
H  -4.3061  1.1486  0.4492
H  -6.1472  1.3738  -1.1657
H  -0.9543  -0.2330  -0.4196
H  -2.6549  1.4814  3.3855
H  -3.8646  3.4339  4.2617
H  -4.1135  5.4640  2.8742
H  -3.1674  5.5216  0.5921
H  -1.9503  3.5595  -0.2917

Kohn-Sham gap, Eh: 0.2628
E_LUMO, eV: -5.6
Total charge: +2

***

Molecular formula: C51H82BN8O
Method: DFT, ωB97M-V/def2-TZVPD

Atoms and positions in Å:
B  -0.1521  -0.9678  1.7339
H  -0.6299  -1.3459  2.6245
H  0.6287  -0.3238  2.1079
H  0.3128  -1.7500  1.1540
H  -0.8585  -0.4486  1.1049
C  -1.1595  2.1673  -1.1984
C  -2.3402  2.4883  -2.1226
C  -1.8092  3.0530  -3.4560
C  -2.9852  2.9975  -4.3909
N  -2.8355  3.8201  -5.7517
C  -2.6612  5.3430  -5.6210
C  -4.0506  5.9203  -5.3835
C  -5.0085  4.8607  -5.7995
C  -4.2183  3.7797  -6.4132
C  -1.6781  3.2668  -6.6557
C  -1.5181  3.8992  -8.0949
C  -0.6991  2.9861  -8.9986
H  -1.4089  1.4811  -0.3892
H  -0.7754  3.0991  -0.7832
H  -0.3922  1.6377  -1.7630
H  -3.0913  3.0473  -1.5645
H  -2.8010  1.5411  -2.4028
H  -0.9861  2.4574  -3.8509
H  -1.5500  4.1067  -3.3532
H  -3.8483  3.4844  -3.9367
H  -3.1519  1.9535  -4.6564
H  -2.4281  5.7648  -6.5987
H  -1.9066  5.5941  -4.8756
H  -4.0520  6.8577  -5.9398
H  -4.0582  6.1587  -4.3199
H  -5.6712  5.3302  -6.5265
H  -5.7039  4.5583  -5.0165
H  -4.2354  3.9154  -7.4946
H  -4.7335  2.8228  -6.4967
H  -1.8620  2.1976  -6.7608
H  -0.7871  3.3642  -6.0355
H  -0.8825  4.7799  -8.0020
H  -2.5085  4.0039  -8.5379
H  -0.1954  3.4243  -9.8601
H  -1.3457  2.2476  -9.4726
H  -0.0194  2.3957  -8.3840
C  2.6206  0.7818  -2.5834
C  2.2222  -0.2204  -1.5826
C  3.1506  -1.3825  -1.2440
O  2.6921  -2.0642  -0.0194
C  3.1261  -3.4266  0.0133
N  1.6593  0.4662  -0.3313
H  1.1887  1.3522  -0.4483
H  1.2352  -0.1418  0.3547
H  2.4409  0.6728  0.2741
H  1.8044  1.4838  -2.7538
H  2.8079  0.1138  -3.4242
H  3.4999  1.3853  -2.3582
H  1.3593  -0.7805  -1.9429
H  4.1271  -0.9037  -1.1713
H  3.1561  -2.0906  -2.0727
H  4.2076  -3.5587  0.0470
H  2.6791  -4.0128  -0.7896
H  2.9412  -3.9025  0.9763
C  -0.1271  -5.7761  3.7290
N  0.9817  -4.8157  3.8999
C  1.7122  -4.8424  5.0035
C  2.7084  -3.9082  5.2510
C  2.9021  -2.8084  4.4280
C  2.0969  -2.7843  3.2660
C  1.1451  -3.7819  3.0344
C  3.8505  -1.6490  4.7532
C  3.5418  -0.3290  4.4325
C  4.4151  0.6665  4.8049
N  5.6601  0.3908  5.3078
C  6.0438  -0.9158  5.5088
C  5.1731  -1.9451  5.2490
C  6.6450  1.5296  5.4252
H  -1.0472  -5.4724  4.2284
H  0.2481  -6.7735  3.9583
H  -0.4232  -5.7512  2.6803
H  1.4504  -5.6141  5.7122
H  3.2893  -4.0556  6.1495
H  2.2204  -1.9737  2.5631
H  0.6494  -3.7776  2.0749
H  2.5427  -0.1938  4.0452
H  4.2150  1.7186  4.6652
H  7.0556  -0.9415  5.8855
H  5.5638  -2.9384  5.4140
H  6.9351  1.7517  4.3983
H  7.5901  1.2196  5.8712
H  6.2034  2.3655  5.9677
C  1.9281  -3.1589  -6.2431
N  0.9931  -3.0180  -5.1414
C  -0.2852  -2.6909  -5.4252
C  -1.1342  -2.3855  -4.2861
C  -0.7199  -2.5211  -2.9503
C  0.6017  -3.0419  -2.7252
C  1.4224  -3.3060  -3.8711
C  -1.5729  -2.2846  -1.7816
C  -2.5468  -1.3166  -1.7402
C  -3.5710  -1.2912  -0.7042
N  -3.4773  -2.2466  0.2928
C  -2.4065  -3.0549  0.3698
C  -1.4574  -3.0956  -0.6581
C  -4.5790  -2.4147  1.3005
H  2.6444  -2.3597  -6.4338
H  1.3544  -3.3692  -7.1457
H  2.4641  -4.0997  -6.1176
H  -0.6261  -2.5645  -6.4422
H  -2.1550  -2.0528  -4.4032
H  1.0010  -3.3106  -1.7584
H  2.4228  -3.7090  -3.8135
H  -2.5713  -0.5761  -2.5259
H  -4.4125  -0.6323  -0.8596
H  -2.3039  -3.7006  1.2294
H  -0.6126  -3.7629  -0.5724
H  -4.6984  -3.4586  1.5907
H  -5.5183  -2.1794  0.8001
H  -4.3340  -1.7310  2.1133
C  1.5919  -1.3175  8.9008
N  0.9184  -0.7887  7.7494
C  0.3312  -1.5746  6.8602
C  -0.1901  -1.0299  5.6352
C  -0.2181  0.3263  5.5179
C  0.4002  1.1962  6.4278
C  0.9482  0.5613  7.5801
C  -0.8031  1.0607  4.3487
C  -2.0477  0.6583  3.8300
C  -2.7798  1.4125  2.8737
N  -2.0931  2.5293  2.4054
C  -0.8122  2.8986  2.7545
C  -0.1475  2.1087  3.6612
C  -2.9152  3.5337  1.6845
H  2.1934  -2.1821  8.6200
H  0.8748  -1.5870  9.6762
H  2.4086  -0.6411  9.1528
H  0.3053  -2.6502  6.9532
H  -0.6716  -1.5675  4.8317
H  0.5266  2.2663  6.3543
H  1.3555  1.2309  8.3231
H  -2.4622  -0.2905  4.1372
H  -3.7290  1.2277  2.3927
H  -0.3755  3.7697  2.2888
H  0.8420  2.4449  3.9334
H  -3.1809  3.2039  0.6802
H  -2.3919  4.4871  1.6120
H  -3.8314  3.7106  2.2480

Kohn-Sham gap (alpha / beta), Eh: 0.3112 / 0.1246
Spin multiplicity: 2
E_LUMO (alpha / beta), eV: -17.7 / -22.8
Total charge: +8

***

Molecular formula: C4H4N2O3
Method: DFT, ωB97M-V/def2-TZVPD

Atoms and positions in Å:
C  -0.5408  -1.0863  0.1423
C  0.7484  1.1835  -0.4421
C  1.1673  0.0800  -1.0982
C  0.5621  -1.1905  -0.8266
H  -1.9877  -1.9385  1.0516
H  -1.1313  1.8904  1.9018
H  1.2423  2.1761  -0.4672
H  1.9745  0.0433  -1.8232
N  -0.8716  -0.0423  0.8107
N  -0.1719  1.0839  0.5304
O  -1.2575  -2.1768  0.4089
O  -0.5697  2.2330  1.1426
O  0.8359  -2.2558  -1.3309

Kohn-Sham gap, Eh: 0.3293
E_LUMO, eV: 0.5
Structure (SMILES): O=c1ccn(O)nc1O
Total charge: 0

***

Molecular formula: C4HIN2
Method: DFT, ωB97M-V/def2-TZVPD

Atoms and positions in Å:
C  -1.3880  -1.2951  0.0108
C  0.6342  -2.7072  0.0289
C  0.6223  -0.2376  0.0681
C  -0.0388  -1.4135  0.1117
N  -2.4980  -1.0440  -0.0688
N  1.0269  -3.7501  -0.0970
I  2.6893  0.0192  -0.0045
H  -0.0566  0.6110  0.1504

Kohn-Sham gap (alpha / beta), Eh: 0.3385 / 0.3385
E_LUMO (alpha / beta), eV: -1.0 / -1.0
Structure (SMILES): N#CC(C#N)=CI
Total charge: 0